Record 1
150
Properties=species:S:1:pos:R:3:forces:R:3 method="wB97M-V/def2-TZVPD" homo_lumo_gap_ev=7.6 homo_ev=-8.87 energy_ev=-2452363.8434 relative_energy_kcal_mol=90.2
O -4.409 2.973 5.450 3.5144 -3.6821 -0.6161
C -3.316 2.383 5.367 -1.1300 3.7646 -1.6054
C -1.955 3.241 5.228 2.3879 -4.9189 0.3756
C -0.991 2.277 5.697 -1.2521 2.2508 -2.0721
P 0.862 2.644 5.843 0.6662 0.4792 0.5233
O 0.991 4.364 5.679 -1.5836 -2.9087 1.2571
O 1.252 2.323 7.504 -2.5553 1.3409 -2.4621
S 1.956 1.669 4.587 -0.8119 0.7478 0.7743
C -1.717 0.883 6.095 2.0885 -1.3397 0.6265
O -1.339 -0.037 6.847 -1.7995 3.5664 -4.1184
O -2.983 0.974 5.381 0.0592 1.4872 1.9056
H -1.829 4.333 4.886 -0.4004 -2.2562 0.7447
H 0.266 4.694 6.271 0.8628 0.1345 -0.6318
H 0.388 2.516 7.955 1.0705 -0.3619 -0.1096
Br 5.231 -0.757 4.847 -0.0914 0.0991 -0.0008
C 6.045 -0.070 6.479 0.1792 -0.2737 -0.0435
C 5.120 -0.236 7.659 -0.0702 0.3900 0.2316
Br 3.709 1.108 7.644 0.4632 -0.5317 0.1833
H 6.319 0.968 6.286 -0.1219 -0.1388 0.0712
H 6.953 -0.661 6.614 -0.0964 0.0493 -0.0104
H 5.658 -0.074 8.595 0.0588 -0.0589 -0.1499
H 4.631 -1.210 7.691 0.0839 0.1269 -0.1067
Br 1.458 -6.236 5.655 -0.1079 0.1509 0.0472
C 2.519 -4.887 4.730 0.2634 -0.1104 -0.0459
C 3.047 -3.855 5.693 -0.0978 0.2665 -0.0899
Br 1.656 -2.591 6.211 0.0956 -0.0052 0.0885
H 1.885 -4.464 3.950 0.0296 0.0212 0.2122
H 3.345 -5.438 4.265 -0.3524 0.3313 0.2455
H 3.820 -3.248 5.219 -0.0782 -0.1079 -0.0068
H 3.444 -4.285 6.613 -0.0900 -0.0477 -0.1782
Br 4.635 -7.325 3.558 0.2119 -0.3068 -0.2421
C 3.065 -8.481 3.492 0.1277 -0.1816 0.0529
C 3.027 -9.276 2.211 -0.1765 -0.0658 -0.0595
Br 2.436 -8.173 0.717 0.0588 -0.0440 0.0177
H 2.195 -7.843 3.630 0.1490 -0.1393 -0.0997
H 3.164 -9.144 4.353 -0.0224 0.0449 -0.1086
H 2.292 -10.080 2.280 0.0541 0.1128 0.0732
H 3.993 -9.697 1.933 -0.1231 0.1306 0.0621
Br 1.403 -4.124 1.001 -0.1070 0.1217 -0.0332
C 0.391 -4.445 -0.632 0.0344 -0.2772 0.1931
C 1.306 -4.606 -1.821 -0.0760 0.1298 -0.2755
Br 1.986 -2.883 -2.429 0.0431 -0.1139 0.1041
H -0.312 -3.618 -0.736 0.1687 -0.0849 -0.0463
H -0.163 -5.367 -0.447 0.0870 0.0627 -0.0506
H 0.759 -5.013 -2.673 0.0142 0.0060 0.1249
H 2.174 -5.235 -1.618 -0.1631 0.0424 0.0739
Br -3.016 6.226 4.564 -0.3378 0.8756 -0.1160
C -4.046 5.909 2.938 -0.0767 -0.2893 -0.0041
C -3.143 5.730 1.744 -0.0139 0.1402 -0.2363
Br -2.448 7.441 1.119 0.0437 -0.0888 0.0551
H -4.740 6.744 2.834 0.1336 -0.0879 0.0109
H -4.611 4.995 3.134 0.0728 0.0630 -0.0130
H -3.701 5.324 0.898 -0.0405 0.0442 0.1750
H -2.282 5.091 1.945 -0.1354 0.1019 0.0468
Br -2.492 2.528 7.791 -1.1387 1.5220 4.8091
C -1.704 3.200 9.448 -0.0799 -0.3336 0.1714
C -2.643 3.019 10.615 -0.0510 0.2667 0.3344
Br -4.057 4.359 10.597 0.0588 -0.1484 -0.0630
H -1.432 4.241 9.270 -0.1531 -0.1170 0.0606
H -0.796 2.610 9.591 -0.1295 -0.0303 0.1569
H -2.117 3.174 11.559 0.0165 -0.0206 -0.1327
H -3.128 2.043 10.631 0.1439 0.1330 -0.1089
Br -6.496 4.228 0.621 -0.0886 -0.0024 0.0170
C -7.007 4.179 -1.261 0.0902 -0.1899 0.0613
C -5.983 4.874 -2.123 -0.0776 0.1222 -0.1894
Br -6.150 6.812 -1.999 0.1029 -0.0630 0.0298
H -8.002 4.619 -1.331 0.1967 0.0278 -0.0115
H -7.064 3.119 -1.513 0.0380 0.4139 0.0853
H -6.148 4.642 -3.176 -0.0460 -0.0507 0.1442
H -4.955 4.626 -1.857 -0.1821 -0.0125 0.0376
Br 2.919 0.221 -3.645 -0.0655 0.1569 -0.0922
C 1.899 -0.095 -5.277 0.1527 -0.2477 0.1116
C 2.809 -0.258 -6.468 -0.1049 0.0503 -0.2155
Br 3.490 1.464 -7.079 0.0255 -0.0381 0.0034
H 1.197 0.734 -5.378 0.0992 -0.1169 -0.0202
H 1.342 -1.015 -5.090 0.2005 0.1400 -0.0856
H 2.258 -0.663 -7.319 -0.0298 0.0377 0.1316
H 3.675 -0.889 -6.267 -0.1462 0.1193 0.0688
Br -0.912 -0.389 -8.532 -0.1049 0.0524 0.0565
C -1.415 1.490 -8.671 0.1908 -0.1131 -0.2180
C -0.817 2.295 -7.545 -0.2073 0.2305 0.1178
Br -1.799 2.019 -5.884 0.0809 0.0660 -0.0292
H -2.504 1.527 -8.699 0.1619 0.0419 0.0972
H -1.019 1.820 -9.633 -0.0023 0.0198 0.1261
H -0.898 3.364 -7.750 0.0398 -0.1144 -0.0573
H 0.226 2.047 -7.344 -0.1303 0.0066 -0.1024
Br 6.970 -4.537 1.994 0.0733 -0.0230 -0.0550
C 6.219 -3.848 0.333 -0.0843 0.1490 0.1985
C 4.981 -4.612 -0.064 0.0222 -0.0053 -0.2103
Br 5.435 -6.341 -0.842 -0.0670 0.0199 0.0189
H 7.011 -3.889 -0.416 -0.1599 -0.0464 0.0838
H 5.977 -2.805 0.542 -0.0223 -0.1307 -0.0406
H 4.438 -4.082 -0.849 0.0815 0.0297 0.0929
H 4.306 -4.805 0.770 0.1716 0.0029 -0.0870
Br 6.137 -10.518 0.322 0.0365 0.0462 0.0430
C 7.471 -9.125 0.603 -0.0515 0.0151 -0.2145
C 8.850 -9.714 0.765 0.1521 0.0848 0.1931
Br 9.089 -10.476 2.544 -0.0044 -0.0528 -0.1008
H 7.146 -8.542 1.465 0.0839 -0.0871 -0.1078
H 7.423 -8.501 -0.291 0.0560 -0.0655 0.1189
H 9.612 -8.936 0.685 -0.1467 -0.0256 -0.0083
H 9.069 -10.505 0.049 -0.1237 0.1221 0.0916
Br -1.195 -1.348 -4.514 -0.2393 -0.1276 0.1831
C -1.911 -1.795 -2.757 0.1004 -0.2505 -0.2164
C -3.235 -1.115 -2.524 -0.1112 0.1376 0.2939
Br -2.987 0.768 -2.090 -0.0076 -0.0106 -0.1355
H -1.150 -1.524 -2.024 -0.1384 0.0545 -0.0959
H -2.030 -2.880 -2.766 -0.0723 0.1030 0.0170
H -3.742 -1.543 -1.657 0.0906 0.0068 -0.0857
H -3.901 -1.159 -3.386 0.1692 -0.0250 0.0846
Br 6.800 -0.047 0.007 -0.0372 -0.0043 0.0637
C 6.541 1.159 1.517 -0.0902 0.1158 -0.2001
C 7.860 1.552 2.135 0.0144 0.0047 0.2950
Br 8.579 0.118 3.242 0.1320 0.0565 -0.1339
H 5.871 0.656 2.215 0.1879 0.0782 -0.0324
H 6.036 2.032 1.100 0.0962 -0.0638 0.0592
H 7.729 2.396 2.814 -0.0709 -0.0810 -0.1033
H 8.625 1.799 1.399 -0.1781 -0.0753 0.0491
Br -6.903 1.078 -2.873 -0.0768 -0.3542 -0.2102
C -7.015 0.881 -4.809 0.1555 -0.1440 0.1078
C -6.349 2.038 -5.510 -0.1857 0.0818 -0.0640
Br -7.476 3.628 -5.479 -0.2023 -0.2712 0.1151
H -8.071 0.772 -5.058 0.1681 0.1100 0.0133
H -6.496 -0.053 -5.031 -0.0055 0.1289 -0.0151
H -6.204 1.815 -6.565 -0.0435 -0.0558 0.1477
H -5.392 2.318 -5.068 -0.1152 -0.0917 -0.0370
Br 0.788 -6.217 -11.289 -0.1062 0.0686 0.0114
C 0.285 -4.339 -11.429 0.1850 -0.1578 -0.1861
C 0.880 -3.529 -10.304 -0.1503 0.2348 0.0983
Br -0.103 -3.798 -8.642 0.1446 -0.0777 0.0055
H -0.804 -4.303 -11.458 0.1752 0.0469 0.0976
H 0.682 -4.010 -12.390 -0.0129 0.0235 0.1369
H 0.795 -2.461 -10.513 -0.0323 -0.1061 -0.0233
H 1.922 -3.773 -10.099 -0.1774 -0.0530 -0.0914
Br -4.887 5.865 -6.182 0.3480 -0.0306 -0.1820
C -3.742 5.336 -7.674 -0.0561 0.3391 0.1591
C -4.548 4.904 -8.877 0.1560 -0.0681 -0.0996
Br -5.263 3.108 -8.655 0.0407 0.0854 -0.1809
H -3.075 4.559 -7.299 -0.1603 0.0286 -0.0776
H -3.160 6.228 -7.910 -0.0624 -0.1119 -0.0626
H -3.913 4.845 -9.762 -0.0280 0.0406 0.1174
H -5.395 5.558 -9.086 0.1361 -0.0747 0.1271
Br -6.349 9.104 4.611 0.0768 -0.0477 -0.1252
C -7.094 9.797 2.949 -0.0117 0.1844 0.2393
C -8.346 9.053 2.557 -0.0771 -0.1141 -0.3005
Br -7.921 7.314 1.789 -0.0012 0.0629 0.1240
H -6.305 9.739 2.199 -0.1721 -0.0654 0.0656
H -7.318 10.846 3.154 -0.0281 -0.1186 -0.0411
H -8.881 9.589 1.771 0.1009 0.0066 0.0932
H -9.023 8.875 3.393 0.1843 0.0789 -0.0607

=====

Record 2
9
Properties=species:S:1:pos:R:3:forces:R:3 method="wB97M-V/def2-TZVPD" homo_lumo_gap_ev=9.6 homo_ev=-10.40 energy_ev=-29813.0162 relative_energy_kcal_mol=26.2 smiles="N#CSS(N)(=O)=O"
C -1.231 0.573 -3.795 -2.2388 0.3820 4.5834
N -0.883 0.524 -4.850 1.7045 -0.2456 -5.2215
N 0.319 -0.158 -0.044 0.4236 -0.9147 -3.7184
O 0.844 -0.466 -2.447 -0.0436 -0.9260 0.3874
O 0.764 1.796 -1.515 -0.0615 0.6023 0.3139
S -1.843 0.679 -2.232 1.0866 -0.3777 0.6621
S 0.278 0.466 -1.541 -0.1713 1.9231 0.2343
H 0.275 -1.113 -0.271 -0.0532 -1.7967 0.9628
H 0.144 0.165 0.845 -0.6463 1.3532 1.7959

=====

Record 3
21
Properties=species:S:1:pos:R:3:forces:R:3 method="wB97M-V/def2-TZVPD" homo_lumo_gap_ev="7.1 / 7.3" s2=2.039 homo_ev="-6.47 / -9.56" spin_multiplicity=3 energy_ev=-80559.8168 relative_energy_kcal_mol=3.6
C 1.507 0.906 0.134 0.3828 0.4654 -0.2359
C 0.780 1.077 -0.986 -0.6437 -0.1797 -0.4444
C -1.200 -1.955 -0.520 -0.9232 -0.2625 -0.4082
C 1.065 -0.035 1.184 -0.1707 -1.0754 -0.0578
C 1.057 -1.475 0.572 0.2289 0.7023 0.8759
C -0.559 0.606 -1.141 0.3543 2.6101 -1.1660
C 0.173 -1.663 -0.609 1.5353 -1.9982 -0.0684
C -1.629 0.943 -0.189 -0.7644 -0.6154 0.9462
O -1.870 -1.762 0.494 0.4184 -1.0126 0.0587
Br 1.029 -2.084 -2.258 -0.4800 0.2000 0.5526
H 2.514 1.291 0.183 0.1043 0.1564 0.0206
H 1.236 1.535 -1.857 0.2054 -0.1194 -0.0876
H -1.681 -2.279 -1.459 0.0129 -0.1101 0.1043
H 1.745 -0.037 2.036 -0.0845 -0.0110 0.0405
H 0.058 0.164 1.537 -0.0728 0.1677 0.1820
H 2.082 -1.734 0.306 -0.0655 -0.0870 0.0009
H 0.713 -2.135 1.371 -0.0416 -0.2699 -0.0786
H -0.878 0.409 -2.159 0.0295 -0.0776 -0.0546
H -1.279 1.622 0.585 -0.0497 0.1654 -0.0266
H -2.038 0.044 0.310 0.0651 1.1261 -0.1312
H -2.466 1.389 -0.724 -0.0408 0.2254 -0.0223

=====

Record 4
13
Properties=species:S:1:pos:R:3:forces:R:3 method="wB97M-V/def2-TZVPD" homo_lumo_gap_ev=8.8 homo_ev=-8.19 energy_ev=-8702.2904 relative_energy_kcal_mol=91.9 smiles="C/C(=N/O)NN"
C -2.110 -0.253 0.051 0.8370 0.6003 -0.7244
C -0.615 0.069 0.023 -0.3706 0.8849 0.7238
H -2.692 0.670 0.126 0.2254 -0.1933 -0.0877
H -2.226 -0.681 -0.950 -0.7044 -0.0741 0.0787
H -2.474 -0.967 0.792 0.4468 0.0093 0.0777
H -0.346 -1.991 -0.335 1.1457 2.2666 0.2859
H 1.553 -1.664 1.000 0.7365 -0.1584 -0.1808
H 2.165 -1.331 -0.626 -1.2053 -0.0369 1.4484
H 1.544 0.681 0.230 -0.3451 1.9887 -1.0492
N 0.173 -1.050 -0.235 -1.7381 -2.1700 -1.0736
N 1.492 -1.110 0.158 1.1579 0.1297 -0.4735
N -0.220 1.299 0.106 -2.5050 -1.2369 0.0557
O 1.090 1.552 -0.109 2.3192 -2.0100 0.9190

=====

Record 5
92
Properties=species:S:1:pos:R:3:forces:R:3 method="wB97M-V/def2-TZVPD" homo_lumo_gap_ev="5.9 / 6.5" s2=0.757 homo_ev="-5.86 / -6.47" spin_multiplicity=2 energy_ev=-134132.3432 relative_energy_kcal_mol=104.3
Ir 1.035 0.658 -0.129 0.2775 0.6227 1.3068
C 3.667 4.340 -0.124 -0.0692 0.1704 0.0082
C 2.770 5.397 -0.067 0.0408 -0.0360 0.0046
C 1.429 5.101 -0.031 0.1251 -0.0473 0.0137
C 1.009 3.768 -0.055 -0.4012 -0.0537 0.0538
N 1.869 2.739 -0.111 0.2721 0.3298 -0.3899
C 3.180 3.054 -0.144 0.0990 -0.1902 0.0137
C -0.391 3.374 -0.024 -0.1339 -0.1694 0.0165
C -1.395 4.339 0.030 0.0755 0.0056 -0.0112
C -2.721 3.970 0.055 -0.0678 0.1301 -0.0042
C -3.028 2.626 0.022 -0.2257 -0.0713 0.0918
C -2.048 1.646 -0.028 0.6626 1.0407 0.0276
C -0.671 1.985 -0.050 0.0555 -0.6607 -0.0676
H 4.734 4.505 -0.151 0.0104 -0.0539 0.0021
H 3.112 6.423 -0.048 -0.0077 0.0041 0.0022
H 0.703 5.896 0.014 -0.0179 -0.0264 0.0057
H 3.868 2.230 -0.180 -0.0018 -0.0447 0.0618
H -1.149 5.391 0.051 0.0050 -0.0133 0.0034
H -3.503 4.716 0.096 0.0043 0.0022 0.0030
H -4.073 2.339 0.039 0.0223 -0.0749 -0.0062
H -2.376 0.602 -0.066 -0.3177 1.8713 0.1673
C 0.062 -3.660 -1.888 -0.1423 -0.0110 0.0461
Si -0.911 -3.324 -0.308 0.5603 0.0574 0.1117
C -2.401 -4.481 -0.360 0.0404 0.0841 -0.0367
C 0.128 -3.853 1.161 -0.0902 0.0224 -0.1051
As -1.242 -0.953 -0.131 -1.0621 -2.1955 -0.1419
Si -2.634 -0.646 -2.195 0.0800 -0.3716 0.2646
C -3.671 0.897 -2.475 0.0262 -0.1667 0.1095
C -3.829 -2.066 -2.519 0.2990 0.1074 -0.2465
C -1.339 -0.560 -3.563 0.0045 -0.1797 0.1884
Si -2.640 -0.936 1.962 0.0187 -0.2601 -0.2668
C -3.839 -2.383 2.049 0.1748 0.1459 0.1173
C -3.643 0.603 2.356 -0.0711 -0.1829 -0.2146
C -1.462 -1.050 3.410 0.0225 -0.2052 -0.2707
H 0.321 -4.721 -1.943 0.0048 -0.0030 -0.0143
H 0.973 -3.062 -1.879 -0.0279 0.0281 0.0007
H -0.528 -3.409 -2.772 0.0463 -0.0604 -0.0503
H -2.018 -5.503 -0.438 0.0515 0.0145 0.0054
H -3.049 -4.308 -1.215 -0.0528 -0.0387 0.0031
H -3.009 -4.425 0.538 -0.0230 -0.0510 -0.0257
H 0.389 -4.911 1.069 -0.0087 -0.0096 0.0319
H -0.425 -3.720 2.094 0.0572 -0.0429 0.0323
H 1.038 -3.252 1.197 -0.0299 0.0538 0.0480
H -4.542 0.917 -1.817 0.0195 0.1328 0.0146
H -4.035 0.841 -3.506 0.0068 -0.0735 -0.0068
H -3.098 1.812 -2.357 -0.0945 0.0567 -0.0551
H -4.539 -2.176 -1.700 0.0008 -0.0988 -0.0006
H -3.286 -2.997 -2.668 -0.0943 -0.0803 0.0432
H -4.378 -1.861 -3.443 -0.0643 0.0283 0.0406
H -0.701 0.311 -3.398 -0.0303 0.0306 -0.0440
H -1.835 -0.455 -4.531 0.0187 0.0190 -0.0160
H -0.713 -1.453 -3.584 0.0665 0.0490 -0.0394
H -4.520 -2.395 1.197 -0.0095 -0.1163 0.0003
H -4.421 -2.296 2.971 -0.0499 0.0322 -0.0278
H -3.291 -3.322 2.099 -0.0854 -0.0403 -0.0142
H -4.478 0.733 1.666 -0.0012 0.1234 0.0041
H -3.029 1.499 2.359 -0.0551 0.0758 0.0659
H -4.058 0.454 3.357 0.0229 -0.0532 0.0039
H -0.840 -1.944 3.373 0.1074 0.0807 0.0655
H -2.045 -1.062 4.335 -0.0183 0.0059 -0.0020
H -0.816 -0.176 3.420 -0.0044 0.0197 0.1301
O 1.310 -1.172 -0.196 -0.6492 0.2139 -0.6094
O 5.176 -0.267 -1.124 -0.0212 0.1365 0.0002
C 3.929 -0.180 -1.063 0.3548 -0.3530 -0.0416
O 3.258 0.415 -0.197 0.5824 -0.0734 -0.2232
C 3.201 -0.864 -2.227 -0.3411 -0.2035 -0.2899
N 4.273 -1.469 -3.101 0.5763 0.3094 0.2821
C 4.133 -0.939 -4.493 -0.2669 -0.3190 -0.0043
C 2.678 -0.485 -4.550 0.0393 0.0941 0.0444
C 2.456 0.096 -3.153 -0.0703 0.0387 -0.1292
H 2.561 -1.669 -1.878 -0.1373 0.2327 0.2537
H 4.288 -2.480 -3.021 -0.1743 -0.0246 -0.2361
H 5.129 -1.107 -2.586 -0.0469 0.0310 0.1121
H 4.384 -1.721 -5.205 0.0874 0.0612 -0.0391
H 4.824 -0.104 -4.595 0.0016 0.0041 -0.0216
H 2.016 -1.338 -4.716 0.0258 -0.0258 0.0081
H 2.503 0.237 -5.345 0.0264 -0.0061 -0.0153
H 1.402 0.159 -2.891 0.0133 -0.0533 0.0280
H 2.873 1.105 -3.095 0.0459 -0.0204 0.0605
O 1.507 -0.412 2.664 0.1533 -0.0096 0.1549
B 1.260 0.706 1.872 -0.2901 0.2932 -0.5031
O 1.241 1.866 2.659 0.0058 -0.0057 0.1970
C 1.481 1.440 3.942 0.0085 0.0688 -0.0419
C 1.564 2.182 5.097 -0.0189 0.0871 0.0199
C 1.822 1.486 6.277 0.0066 -0.0762 -0.0034
C 1.986 0.104 6.277 -0.0120 0.0784 -0.0066
C 1.899 -0.634 5.098 0.0069 -0.0975 0.0279
C 1.645 0.065 3.942 0.0776 -0.0433 -0.0449
H 1.435 3.256 5.085 -0.0022 -0.0018 -0.0132
H 1.895 2.031 7.209 0.0003 0.0022 -0.0003
H 2.184 -0.407 7.210 0.0004 -0.0017 -0.0003
H 2.024 -1.709 5.087 -0.0031 0.0017 -0.0173